{"formula": "C45H104BBrIN13O5P3S", "method": "wB97M-V/def2-TZVPD", "elements": ["C", "C", "C", "N", "C", "S", "O", "C", "C", "C", "C", "C", "N", "C", "C", "I", "C", "C", "N", "Br", "B", "N", "O", "C", "C", "C", "C", "C", "C", "C", "C", "C", "C", "C", "C", "C", "C", "H", "H", "H", "H", "H", "H", "H", "H", "H", "H", "H", "H", "H", "H", "H", "H", "H", "H", "H", "H", "H", "H", "H", "H", "H", "H", "H", "H", "H", "H", "H", "H", "H", "H", "H", "H", "H", "H", "H", "H", "H", "H", "H", "H", "H", "H", "H", "H", "H", "H", "O", "P", "N", "C", "C", "N", "C", "C", "N", "C", "C", "H", "H", "H", "H", "H", "H", "H", "H", "H", "H", "H", "H", "H", "H", "H", "H", "H", "H", "O", "P", "N", "C", "C", "N", "C", "C", "N", "C", "C", "H", "H", "H", "H", "H", "H", "H", "H", "H", "H", "H", "H", "H", "H", "H", "H", "H", "H", "O", "P", "N", "C", "C", "N", "C", "C", "N", "C", "C", "H", "H", "H", "H", "H", "H", "H", "H", "H", "H", "H", "H", "H", "H", "H", "H", "H", "H"], "positions_angstrom": [[0.475, 1.263, 0.615], [0.623, 1.635, -0.749], [0.845, 2.228, -2.298], [0.782, 3.761, -2.128], [0.023, 4.231, -3.208], [-0.239, 4.798, -4.826], [-0.253, 1.897, -3.212], [-0.376, 0.413, -3.398], [-1.222, 0.218, -4.834], [-2.870, 0.295, -4.587], [-3.547, 1.669, -5.193], [-3.583, 1.596, -6.850], [-4.468, 0.437, -7.338], [1.035, -0.391, -3.449], [1.350, -1.473, -2.272], [1.820, -3.510, -3.095], [0.100, -1.854, -1.260], [-1.060, -2.803, -1.996], [2.221, 0.546, -3.787], [2.033, 1.303, -5.539], [3.547, -0.235, -3.972], [4.667, -0.289, -2.953], [3.731, -0.943, -5.264], [2.343, 1.722, -2.845], [3.275, 2.961, -3.363], [4.010, 3.580, -1.991], [4.984, 4.862, -2.301], [4.089, 6.204, -2.675], [4.005, 7.274, -1.433], [2.756, 7.038, -0.398], [1.262, 7.178, -1.082], [0.227, 6.275, -0.133], [-1.299, 6.185, -0.741], [-1.979, 4.749, -0.302], [-3.651, 4.786, -0.324], [-4.146, 3.347, -0.997], [-5.593, 2.817, -0.406], [0.198, 0.810, 1.678], [-1.160, 0.103, -2.596], [-1.039, -0.865, -5.295], [-0.934, 1.056, -5.601], [-3.165, 0.228, -3.455], [-3.402, -0.622, -5.124], [-4.642, 1.814, -4.747], [-2.919, 2.579, -4.806], [-2.477, 1.504, -7.232], [-4.058, 2.615, -7.241], [-5.242, 0.907, -7.891], [-4.987, 0.020, -6.511], [0.962, -1.056, -4.444], [2.209, -1.145, -1.508], [-0.463, -0.934, -0.813], [0.604, -2.417, -0.336], [-1.116, -2.610, -3.149], [-2.111, -2.511, -1.513], [-0.884, -3.933, -1.701], [5.531, 0.015, -3.489], [4.824, -1.317, -2.771], [4.640, -0.667, -5.619], [2.872, 1.301, -1.861], [2.677, 3.812, -3.951], [4.167, 2.676, -4.065], [4.720, 2.696, -1.620], [3.241, 3.752, -1.117], [5.854, 4.647, -3.066], [5.528, 5.126, -1.272], [3.051, 5.861, -3.100], [4.684, 6.753, -3.548], [5.006, 7.225, -0.789], [3.930, 8.365, -1.858], [2.828, 7.907, 0.417], [2.804, 6.033, 0.214], [0.955, 8.319, -1.051], [1.297, 6.807, -2.198], [0.186, 6.816, 0.930], [0.714, 5.213, 0.091], [-1.958, 7.061, -0.313], [-1.275, 6.354, -1.922], [-1.568, 4.429, 0.772], [-1.681, 3.870, -1.025], [-3.966, 4.873, 0.809], [-4.040, 5.729, -0.921], [-3.352, 2.508, -0.696], [-4.143, 3.420, -2.188], [-5.519, 1.627, -0.402], [-6.430, 3.146, -1.160], [-5.713, 3.243, 0.678], [2.646, -4.708, 1.711], [3.348, -5.900, 1.016], [3.501, -6.739, 2.476], [4.687, -6.966, 3.268], [2.285, -7.108, 3.193], [4.774, -5.004, 0.677], [6.114, -5.295, 1.154], [4.638, -3.559, 0.484], [4.155, -7.271, 0.216], [4.200, -7.071, -1.250], [3.552, -8.601, 0.416], [5.500, -7.384, 2.671], [4.524, -7.711, 4.056], [5.020, -6.046, 3.755], [1.987, -8.128, 2.929], [1.445, -6.451, 2.946], [2.405, -7.058, 4.281], [6.251, -4.982, 2.194], [6.866, -4.771, 0.554], [6.376, -6.350, 1.055], [4.585, -3.033, 1.444], [3.739, -3.325, -0.095], [5.479, -3.146, -0.086], [3.190, -7.048, -1.673], [4.771, -7.870, -1.737], [4.697, -6.137, -1.525], [2.477, -8.585, 0.205], [3.707, -8.972, 1.432], [4.022, -9.352, -0.230], [-9.001, 5.906, -0.572], [-9.604, 6.588, -1.823], [-10.431, 5.181, -2.266], [-10.144, 4.265, -3.345], [-11.430, 4.647, -1.346], [-8.093, 6.686, -2.634], [-7.747, 6.067, -3.901], [-6.887, 6.795, -1.810], [-10.298, 7.373, -3.262], [-9.927, 8.805, -3.310], [-11.766, 7.341, -3.389], [-10.036, 4.784, -4.300], [-10.963, 3.556, -3.517], [-9.245, 3.680, -3.138], [-12.426, 5.015, -1.617], [-11.244, 4.951, -0.311], [-11.460, 3.552, -1.345], [-7.536, 4.999, -3.787], [-6.855, 6.532, -4.334], [-8.520, 6.205, -4.660], [-6.574, 5.815, -1.432], [-7.054, 7.463, -0.960], [-6.050, 7.227, -2.373], [-10.349, 9.348, -2.457], [-10.280, 9.271, -4.237], [-8.843, 8.953, -3.294], [-12.252, 7.682, -2.469], [-12.135, 6.341, -3.633], [-12.108, 7.974, -4.217], [5.052, -6.944, 6.823], [4.577, -7.260, 8.262], [5.559, -6.050, 8.917], [6.781, -6.189, 9.674], [5.322, -4.669, 8.508], [5.373, -8.781, 8.308], [6.420, -9.184, 9.229], [5.552, -9.492, 7.040], [4.030, -7.624, 9.916], [2.975, -8.663, 9.904], [3.469, -6.501, 10.689], [6.662, -6.876, 10.515], [7.090, -5.245, 10.141], [7.605, -6.522, 9.038], [4.663, -4.172, 9.227], [4.840, -4.605, 7.528], [6.248, -4.086, 8.434], [7.392, -8.765, 8.947], [6.529, -10.274, 9.247], [6.196, -8.917, 10.263], [6.414, -9.104, 6.485], [4.660, -9.402, 6.412], [5.703, -10.567, 7.196], [2.081, -8.308, 9.379], [2.697, -8.951, 10.924], [3.305, -9.582, 9.412], [2.702, -5.969, 10.117], [4.240, -5.788, 10.993], [3.024, -6.848, 11.629]], "forces_ev_per_a": [[0.605, 2.214, -9.694], [-1.105, -2.471, 8.956], [-0.822, 0.417, 1.429], [-4.436, 0.573, -6.601], [4.728, -0.764, 0.310], [0.371, -1.585, 5.615], [2.483, -2.333, 1.325], [-1.983, 0.488, -1.244], [-0.974, -0.380, 0.289], [-0.649, 0.190, -0.284], [0.166, -0.293, 0.012], [-0.438, 1.028, 1.167], [-0.971, 1.596, 0.783], [-1.236, -2.187, -1.641], [-0.389, 0.526, 2.414], [0.613, 1.380, 0.150], [-0.618, -0.440, 0.123], [-0.489, 0.331, 1.398], [-0.376, 0.232, 0.186], [-0.866, 0.225, -0.513], [2.903, -2.530, -1.811], [-0.667, -0.215, -1.715], [0.714, 2.704, 2.380], [0.794, 1.382, 2.880], [0.496, 1.200, 0.749], [1.013, -1.175, -0.311], [-0.616, 0.625, 1.465], [1.396, 0.162, -0.610], [-0.188, -0.232, 0.489], [-0.270, 1.037, 0.369], [0.387, -0.428, 1.026], [0.270, 0.900, 0.176], [0.288, -0.342, 0.288], [-0.415, 0.110, -0.320], [1.113, -0.635, 0.140], [0.127, -0.117, 0.609], [1.060, -0.291, -0.985], [0.840, 1.287, -2.906], [2.074, -0.014, -1.078], [0.016, 2.423, 1.033], [-0.346, -1.703, 1.517], [0.810, 0.068, -2.017], [1.321, 1.850, 1.157], [2.286, -0.448, -1.101], [-1.078, -1.583, -0.890], [-2.202, 0.066, 0.544], [1.314, -2.086, 0.804], [1.282, -0.999, 0.791], [0.943, 0.728, -1.220], [0.121, 1.539, 2.236], [-1.587, -0.620, -2.090], [1.477, -1.455, -1.014], [-1.147, 1.093, -2.149], [0.145, -0.577, 2.206], [2.266, -0.568, -1.133], [-0.336, 2.358, -1.045], [-1.054, -0.443, 1.019], [-0.122, 1.276, -0.134], [-1.728, -1.028, 0.745], [-1.081, 0.746, -2.274], [1.071, -2.093, 1.419], [-1.760, 0.012, 1.261], [-1.513, 1.755, -0.711], [1.430, 0.033, -1.923], [-2.035, 0.210, 1.316], [-1.090, -0.737, -2.210], [1.874, 0.869, 0.944], [-1.470, -1.136, 1.744], [-2.041, 0.070, -1.544], [0.053, -2.106, 0.762], [-0.081, -1.931, -1.661], [0.145, 1.802, -1.451], [0.490, -2.407, -0.240], [-0.277, 0.646, 2.177], [0.049, -1.129, -2.267], [-1.203, 2.184, -0.823], [1.352, -1.714, -0.769], [-0.099, -0.600, 2.457], [-1.007, 0.813, -2.273], [-0.289, 1.899, 1.334], [0.226, -0.213, -2.416], [0.763, -2.028, 1.218], [-1.503, 1.929, -0.658], [-0.046, -0.104, 2.590], [-0.490, 2.620, 0.154], [1.343, -0.586, 1.889], [-0.099, -0.939, -2.206], [-2.964, -0.782, -3.485], [6.061, 1.772, 5.882], [-0.943, -1.436, 1.312], [0.561, -0.349, -0.302], [-0.337, 0.253, -0.214], [0.373, 1.039, -1.042], [0.384, -0.533, -0.381], [-0.384, -0.113, 0.128], [-2.928, 0.199, -2.259], [0.599, 0.165, -0.664], [0.025, -0.608, 0.566], [0.075, 0.174, -0.048], [-0.279, 0.245, -0.136], [0.171, -0.051, 0.112], [-0.109, -0.198, 0.168], [0.149, 0.028, -0.052], [0.160, 0.060, -0.212], [0.026, -0.029, -0.005], [-0.187, 0.151, -0.054], [-0.249, 0.082, 0.158], [-0.064, 0.134, -0.058], [-0.014, -0.036, 0.243], [0.127, -0.321, 0.101], [0.076, -0.231, -0.151], [-0.189, -0.010, 0.217], [-0.126, -0.067, 0.350], [0.088, -0.222, -0.038], [-0.105, 0.398, -0.046], [-0.045, 0.404, -0.146], [-1.831, 3.795, 1.682], [4.017, -6.433, -3.702], [-1.913, -1.422, -0.026], [-0.069, 0.426, -0.523], [0.063, 0.262, 0.413], [1.176, 0.779, -0.043], [-0.285, 0.487, -0.521], [-0.259, 0.023, 0.364], [-1.016, 2.488, 2.424], [0.527, 0.615, -0.441], [-0.573, -0.501, -0.258], [0.208, -0.007, 0.022], [-0.002, 0.205, 0.324], [0.143, -0.122, -0.150], [-0.230, -0.152, 0.009], [0.113, 0.022, -0.142], [0.135, 0.184, -0.089], [0.018, -0.064, -0.032], [0.048, 0.060, 0.238], [-0.083, -0.129, 0.245], [0.076, 0.023, 0.131], [-0.016, -0.309, -0.054], [-0.251, -0.079, -0.239], [-0.118, 0.139, -0.220], [-0.128, -0.200, 0.172], [-0.184, -0.321, 0.105], [-0.146, 0.043, -0.199], [0.281, 0.028, 0.282], [0.345, 0.122, 0.234], [-4.555, 0.148, -0.510], [8.395, -1.315, 1.097], [0.329, 2.258, 0.712], [-0.161, -0.373, 0.546], [-0.300, -0.079, -0.362], [-0.267, -1.216, -0.492], [-0.300, -0.235, 0.682], [-0.204, 0.286, -0.214], [-3.311, 0.411, -1.510], [-0.162, -0.895, 0.209], [0.273, 0.605, 0.460], [0.089, -0.143, -0.125], [-0.276, 0.012, -0.268], [0.180, -0.096, 0.079], [0.022, 0.270, 0.090], [0.061, -0.150, 0.065], [-0.071, -0.230, 0.037], [0.028, -0.011, 0.021], [-0.102, 0.041, -0.226], [0.001, 0.209, -0.194], [-0.036, -0.039, -0.131], [0.242, 0.139, 0.037], [0.027, 0.194, 0.307], [-0.112, -0.049, 0.258], [0.070, 0.262, -0.112], [0.168, 0.348, -0.031], [-0.046, 0.023, 0.241], [0.016, -0.138, -0.375], [-0.024, -0.249, -0.353]], "homo_lumo_gap_ev": 4.5, "charge": 1, "homo_ev": -8.81}